A.
{"formula": "C5H14", "method": "the ωB97M-V functional and the def2-TZVPD basis", "elements": ["C", "C", "C", "H", "H", "H", "H", "H", "H", "H", "H", "C", "C", "H", "H", "H", "H", "H", "H"], "xyz": [[0.72, 1.02, -1.16], [0.00, 0.48, -2.38], [-1.49, 0.20, -2.18], [1.80, 0.97, -1.28], [0.56, 0.39, -0.28], [0.47, 2.04, -0.85], [0.15, 1.13, -3.23], [0.54, -0.43, -2.69], [-1.82, 0.55, -1.21], [-2.11, 0.66, -2.95], [-1.71, -0.88, -2.18], [1.02, -0.44, 2.90], [-0.23, -1.21, 2.56], [1.01, 0.06, 3.86], [1.92, -1.06, 2.91], [1.29, 0.35, 2.17], [-1.12, -0.58, 2.56], [-0.41, -2.01, 3.29], [-0.15, -1.72, 1.60]], "lumo_ha": 0.04114, "smiles": "CCC.CC", "gap_ev": 12.36}

---

B.
{"formula": "C5H14", "method": "the ωB97M-V functional and the def2-TZVPD basis", "elements": ["C", "C", "C", "H", "H", "H", "H", "H", "H", "H", "H", "C", "C", "H", "H", "H", "H", "H", "H"], "xyz": [[-1.94, -2.06, -1.24], [-1.80, -0.94, -0.18], [-1.09, 0.26, -0.79], [-2.49, -2.87, -0.80], [-1.00, -2.51, -1.60], [-2.45, -1.73, -2.13], [-2.83, -0.67, 0.07], [-1.25, -1.32, 0.69], [-1.65, 0.56, -1.66], [-1.05, 1.07, -0.05], [-0.15, -0.10, -1.22], [2.54, 0.97, 1.77], [1.95, 1.66, 0.53], [3.50, 0.49, 1.53], [2.57, 1.64, 2.61], [1.86, 0.13, 1.98], [0.90, 1.44, 0.39], [2.41, 1.25, -0.38], [1.98, 2.74, 0.48]], "lumo_ha": 0.04147, "smiles": "CCC.CC", "gap_ev": 12.39}

---

C.
{"formula": "C5H14", "method": "the ωB97M-V functional and the def2-TZVPD basis", "elements": ["C", "C", "C", "H", "H", "H", "H", "H", "H", "H", "H", "C", "C", "H", "H", "H", "H", "H", "H"], "xyz": [[-0.18, 2.20, 0.53], [0.33, 1.41, 1.78], [1.49, 0.48, 1.63], [0.63, 2.70, -0.08], [-1.06, 2.95, 0.84], [-0.66, 1.38, -0.11], [0.77, 2.14, 2.33], [-0.46, 0.77, 2.31], [1.85, 0.28, 0.62], [2.37, 0.73, 2.13], [1.47, -0.58, 1.83], [-0.65, -2.22, -2.34], [-1.04, -1.41, -1.12], [-1.03, -1.60, -3.20], [0.57, -2.39, -2.32], [-0.99, -3.30, -2.46], [-1.85, -0.65, -1.38], [-1.37, -2.05, -0.33], [-0.20, -0.82, -0.65]], "lumo_ha": 0.03973, "smiles": "CCC.CC", "gap_ev": 12.06}

---

Of them, C has the lowest stability.

---

A.
{"formula": "C5H14", "method": "the ωB97M-V functional and the def2-TZVPD basis", "elements": ["C", "C", "C", "H", "H", "H", "H", "H", "H", "H", "H", "C", "C", "H", "H", "H", "H", "H", "H"], "xyz": [[0.68, 2.22, -0.72], [1.16, 0.95, -0.05], [1.66, 1.22, 1.36], [0.02, 2.85, -0.12], [1.53, 2.86, -1.00], [0.16, 2.05, -1.67], [0.33, 0.25, 0.09], [1.94, 0.42, -0.60], [0.81, 1.53, 1.99], [1.93, 0.32, 1.92], [2.51, 1.91, 1.35], [-0.96, -2.32, -0.40], [-2.41, -1.97, -0.21], [-0.70, -2.32, -1.46], [-0.25, -1.61, 0.00], [-0.80, -3.31, 0.03], [-3.03, -2.31, -1.03], [-2.67, -0.92, -0.01], [-2.89, -2.40, 0.69]], "lumo_ha": 0.03985, "smiles": "CCC.CC", "gap_ev": 12.37}

---

B.
{"formula": "C5H14", "method": "the ωB97M-V functional and the def2-TZVPD basis", "elements": ["C", "C", "C", "H", "H", "H", "H", "H", "H", "H", "H", "C", "C", "H", "H", "H", "H", "H", "H"], "xyz": [[-0.82, -0.15, 0.97], [0.02, -0.63, 2.17], [0.70, -1.98, 2.01], [-0.33, -0.54, 0.07], [-1.81, -0.61, 0.98], [-0.88, 0.93, 0.99], [-0.69, -0.72, 3.00], [0.73, 0.13, 2.46], [0.47, -2.53, 1.10], [0.41, -2.66, 2.82], [1.79, -1.95, 2.05], [0.65, 1.66, -1.91], [-0.56, 1.02, -2.63], [0.57, 2.74, -2.03], [0.80, 1.29, -0.91], [1.53, 1.50, -2.55], [-0.29, 0.36, -3.46], [-1.14, 1.80, -3.11], [-1.16, 0.34, -2.02]], "lumo_ha": 0.04270, "smiles": "CCC.CC", "gap_ev": 12.38}

---

C.
{"formula": "C5H14", "method": "the ωB97M-V functional and the def2-TZVPD basis", "elements": ["C", "C", "C", "H", "H", "H", "H", "H", "H", "H", "H", "C", "C", "H", "H", "H", "H", "H", "H"], "xyz": [[-1.72, 1.41, 2.27], [-1.24, 0.77, 0.88], [-0.94, -0.82, 1.10], [-2.28, 2.37, 2.23], [-0.77, 1.47, 2.92], [-2.41, 0.66, 2.64], [-2.13, 0.81, 0.24], [-0.45, 1.39, 0.59], [-1.87, -1.37, 1.21], [-0.55, -1.18, 0.20], [-0.32, -1.03, 1.89], [1.20, -0.45, -2.51], [2.52, -0.65, -1.63], [0.99, 0.62, -2.58], [1.35, -1.01, -3.47], [0.44, -1.23, -2.05], [3.22, 0.29, -1.68], [2.99, -1.54, -1.67], [1.96, -0.51, -0.58]], "lumo_ha": 0.04066, "smiles": "CCC.CC", "gap_ev": 12.03}

---

D.
{"formula": "C5H14", "method": "the ωB97M-V functional and the def2-TZVPD basis", "elements": ["C", "C", "C", "H", "H", "H", "H", "H", "H", "H", "H", "C", "C", "H", "H", "H", "H", "H", "H"], "xyz": [[1.29, 0.03, -1.34], [1.37, -1.42, -1.82], [0.17, -2.30, -1.49], [0.66, 0.18, -0.47], [2.31, 0.34, -1.03], [1.01, 0.71, -2.15], [2.26, -1.92, -1.45], [1.52, -1.46, -2.91], [0.43, -3.35, -1.38], [-0.63, -2.25, -2.24], [-0.30, -2.00, -0.56], [-1.58, 2.37, 2.05], [-0.94, 0.99, 2.16], [-1.10, 3.07, 2.73], [-1.50, 2.78, 1.03], [-2.66, 2.34, 2.22], [0.12, 0.99, 1.91], [-0.98, 0.66, 3.20], [-1.44, 0.25, 1.55]], "lumo_ha": 0.04114, "smiles": "CCC.CC", "gap_ev": 12.32}

---

Of them, C has the lowest stability.

---

A.
{"formula": "C5H14", "method": "the ωB97M-V functional and the def2-TZVPD basis", "elements": ["C", "C", "C", "H", "H", "H", "H", "H", "H", "H", "H", "C", "C", "H", "H", "H", "H", "H", "H"], "xyz": [[1.86, 1.75, 1.38], [1.83, 0.21, 1.43], [0.46, -0.30, 1.96], [2.77, 2.05, 0.85], [1.02, 2.06, 0.76], [1.79, 2.13, 2.39], [2.63, -0.26, 2.00], [1.89, -0.14, 0.40], [0.30, -1.36, 1.84], [-0.30, 0.21, 1.36], [0.32, 0.06, 2.98], [-1.50, -0.75, -1.46], [-2.19, -0.82, -2.85], [-2.18, -0.61, -0.63], [-0.94, -1.68, -1.33], [-0.77, 0.05, -1.49], [-2.23, 0.16, -3.31], [-3.18, -1.27, -2.79], [-1.60, -1.49, -3.48]], "lumo_ha": 0.04108, "smiles": "CCC.CC", "gap_ev": 12.61}

---

B.
{"formula": "C5H14", "method": "the ωB97M-V functional and the def2-TZVPD basis", "elements": ["C", "C", "C", "H", "H", "H", "H", "H", "H", "H", "H", "C", "C", "H", "H", "H", "H", "H", "H"], "xyz": [[0.52, -0.27, -2.13], [0.95, -0.98, -0.86], [2.44, -1.16, -0.72], [1.05, -0.71, -2.98], [0.76, 0.79, -2.10], [-0.55, -0.38, -2.32], [0.55, -0.52, 0.05], [0.50, -1.97, -0.78], [2.70, -1.73, 0.19], [2.88, -1.67, -1.58], [2.99, -0.22, -0.65], [-1.66, 1.11, 2.54], [-2.15, 1.20, 1.09], [-2.14, 1.90, 3.11], [-1.89, 0.17, 3.04], [-0.58, 1.26, 2.60], [-2.00, 2.24, 0.81], [-3.21, 0.98, 1.11], [-1.65, 0.52, 0.41]], "lumo_ha": 0.04027, "smiles": "CCC.CC", "gap_ev": 12.36}

---

C.
{"formula": "C5H14", "method": "the ωB97M-V functional and the def2-TZVPD basis", "elements": ["C", "C", "C", "H", "H", "H", "H", "H", "H", "H", "H", "C", "C", "H", "H", "H", "H", "H", "H"], "xyz": [[0.08, 1.78, 2.25], [-0.09, 1.43, 0.78], [-1.32, 0.52, 0.41], [-0.72, 2.37, 2.69], [0.33, 0.83, 2.75], [1.08, 2.29, 2.31], [-0.20, 2.34, 0.19], [0.76, 0.88, 0.36], [-2.29, 0.98, 0.64], [-1.25, 0.55, -0.66], [-1.16, -0.41, 0.93], [0.44, -1.13, -2.01], [0.75, -2.35, -1.15], [1.15, -0.26, -1.91], [0.35, -1.28, -3.09], [-0.49, -0.62, -1.81], [1.41, -1.97, -0.36], [1.37, -3.19, -1.45], [-0.21, -2.78, -0.87]], "lumo_ha": 0.04178, "smiles": "CCC.CC", "gap_ev": 12.08}

---

Of them, C has the lowest stability.

---

A.
{"formula": "C3H13N5", "method": "the ωB97M-V functional and the def2-TZVPD basis", "elements": ["C", "C", "N", "H", "H", "H", "H", "H", "H", "H", "N", "C", "N", "N", "N", "H", "H", "H", "H", "H", "H"], "xyz": [[0.93, -2.64, -1.30], [-1.41, -0.42, -0.07], [0.75, -1.86, -0.09], [1.26, -2.25, 0.69], [0.54, -3.66, -1.15], [1.97, -2.72, -1.64], [0.35, -2.18, -2.11], [-1.38, -0.28, 1.00], [-1.53, -1.43, -0.44], [-2.19, 0.17, -0.55], [-0.11, 2.05, 1.39], [-0.44, 1.97, 0.04], [1.00, 1.34, 1.93], [-0.10, 0.79, -0.58], [-1.20, 2.82, -0.56], [-0.15, 2.99, 1.77], [1.67, 1.14, 1.19], [0.67, 0.44, 2.28], [-0.28, 0.92, -1.57], [1.02, -0.88, -0.23], [-1.36, 3.67, -0.02]], "lumo_ha": 0.03513, "gap_ev": 9.82}

---

B.
{"formula": "C3H13N5", "method": "the ωB97M-V functional and the def2-TZVPD basis", "elements": ["C", "C", "C", "N", "N", "H", "H", "H", "H", "H", "H", "H", "H", "N", "N", "N", "H", "H", "H", "H", "H"], "xyz": [[-1.18, 0.50, -1.58], [-1.18, -0.55, -0.50], [-0.58, -1.89, -0.83], [-1.71, -0.40, 0.69], [-2.30, 0.78, 0.93], [-0.36, 0.32, -2.28], [-2.12, 0.46, -2.13], [-1.03, 1.50, -1.17], [0.24, -1.78, -1.55], [-0.18, -2.37, 0.07], [-1.35, -2.53, -1.26], [-2.28, 0.96, 1.94], [-3.30, 0.71, 0.73], [2.65, -0.61, 1.21], [1.61, 0.20, 0.72], [2.09, 1.51, 0.63], [3.46, -0.55, 0.58], [2.99, -0.23, 2.10], [0.75, 0.11, 1.30], [1.32, 2.18, 0.71], [2.47, 1.67, -0.30]], "lumo_ha": 0.03748, "smiles": "CC(C)=NN.NNN", "gap_ev": 9.19}

---

Of them, B has the lowest stability.